This record from the Open Molecules 2025 dataset describes one molecule with the formula C20H24N6O2 at a distorted geometry. The level of theory is wB97M-V/def2-TZVPD.

XYZ file:
```
52
C20H24N6O2, DFT wB97M-V/def2-TZVPD
C -6.882 -0.681 0.807
C -5.925 0.054 0.272
C -4.914 0.829 1.060
N -3.572 0.579 0.592
C -2.791 1.536 0.055
O -3.125 2.720 -0.042
C -1.500 1.059 -0.413
C -0.545 1.885 -1.002
N -0.656 3.219 -1.105
H -0.109 3.738 -1.770
H -1.589 3.540 -0.840
N 0.545 1.156 -1.407
C 0.322 -0.157 -1.078
N 1.125 -1.158 -1.284
C 0.644 -2.356 -0.852
C 1.440 -3.503 -1.017
C 0.985 -4.723 -0.597
C -0.278 -4.846 0.002
C -1.075 -3.749 0.180
C -0.639 -2.476 -0.237
N -1.451 -1.410 -0.036
C -0.974 -0.257 -0.448
H -2.048 -3.823 0.640
H -0.617 -5.819 0.324
H 1.598 -5.603 -0.725
H 2.407 -3.386 -1.480
C 1.764 1.651 -1.989
H 1.526 2.319 -2.825
H 2.297 0.781 -2.376
C 2.659 2.417 -0.985
N 3.199 1.680 0.129
C 3.946 0.481 -0.210
C 4.740 0.055 1.028
O 3.894 -0.179 2.129
C 3.136 0.969 2.428
C 2.292 1.400 1.227
H 1.729 2.302 1.473
H 1.585 0.588 0.998
H 2.500 0.704 3.274
H 3.806 1.794 2.713
H 5.269 -0.881 0.845
H 5.464 0.845 1.279
H 4.635 0.709 -1.025
H 3.283 -0.347 -0.511
H 2.100 3.261 -0.573
H 3.508 2.812 -1.555
H -3.216 -0.369 0.596
H -4.994 0.586 2.125
H -5.083 1.905 0.928
H -5.820 0.130 -0.802
H -7.596 -1.216 0.206
H -6.998 -0.766 1.876
```

Output
Relative energy (zero: lowest compared OMol25 entry of this formula, charge and spin)   0.0 kJ/mol
Multiplicity   1
Highest occupied orbital energy   -7.9 eV
Electronic energy   -1255.5763 Eh
Kohn-Sham gap   7.8629 eV

Mulliken atomic charge list, values in e, 2 entries: -0.774 -0.008

---

This record from the Open Molecules 2025 dataset describes a 4-piece molecular cluster, C5H18O3 overall at a distorted geometry. The level of theory is wB97M-V/def2-TZVPD.

XYZ file:
```
26
C5H18O3, DFT wB97M-V/def2-TZVPD
C 0.168 -0.208 -0.187
C 0.982 -0.950 1.032
C 0.860 -2.544 0.829
C -0.516 -3.078 0.917
C 1.055 0.149 -1.290
H -0.644 -0.938 -0.388
H -0.436 0.658 0.206
H 0.411 -0.798 1.883
H 1.891 -0.424 1.084
H 1.539 -3.110 1.510
H 1.393 -2.846 -0.122
H -1.381 -2.554 0.385
H -0.491 -4.146 0.555
H -0.827 -3.077 1.941
H 0.637 0.873 -2.143
H 1.985 0.512 -0.842
H 1.392 -0.841 -1.817
H -2.527 3.682 -1.727
H -1.091 4.153 -1.515
O -1.723 4.059 -2.114
H -5.546 2.297 -3.225
H -4.183 1.779 -2.959
O -4.930 1.621 -3.544
H 3.904 -0.247 3.996
H 4.386 0.470 5.209
O 4.690 -0.137 4.429
```

Output
Relative energy (zero: lowest compared OMol25 entry of this formula, charge and spin)   210.9 kJ/mol
Multiplicity   1
Highest occupied orbital energy   -10.6 eV
Electronic energy   -426.9361 Eh
Kohn-Sham gap   10.8871 eV

Mulliken atomic charge list, values in e, 2 entries: -0.149 -0.845

---

This record from the Open Molecules 2025 dataset describes a 14-piece molecular cluster, C71H140F24N6O20 overall at a distorted geometry. The level of theory is wB97M-V/def2-TZVPD.

XYZ file:
```
261
C71H140F24N6O20, DFT wB97M-V/def2-TZVPD
C -3.266 1.022 -2.922
C -2.309 2.105 -2.312
C -0.807 1.674 -2.101
C -0.681 0.701 -0.965
N 0.757 0.371 -0.737
C 0.787 -0.709 0.363
C 2.131 -1.411 0.224
C 2.453 -1.254 -1.256
C 1.431 -0.314 -1.884
C 1.608 1.579 -0.402
C 1.122 2.343 0.856
C 2.026 3.607 1.037
H -2.733 0.832 -3.854
H -4.317 1.277 -3.051
H -3.022 0.132 -2.342
H -2.605 2.571 -1.372
H -2.362 2.850 -3.106
H -0.367 2.623 -1.797
H -0.287 1.432 -3.028
H -1.148 -0.270 -1.132
H -1.134 1.155 -0.083
H 0.528 -0.196 1.289
H -0.038 -1.404 0.205
H 2.853 -1.069 0.966
H 2.122 -2.436 0.597
H 3.480 -0.909 -1.369
H 2.455 -2.239 -1.722
H 1.816 0.337 -2.669
H 0.709 -0.961 -2.383
H 1.759 2.175 -1.303
H 2.637 1.270 -0.220
H 1.185 1.779 1.786
H 0.094 2.657 0.671
H 1.815 4.213 1.918
H 1.802 4.202 0.151
H 3.102 3.476 0.920
C 4.374 -3.285 9.328
C 3.194 -2.300 9.108
C 2.249 -2.137 10.301
C 3.003 -1.684 11.539
N 2.221 -1.197 12.789
C 3.162 -0.646 13.848
C 3.087 -1.586 15.042
C 2.493 -2.876 14.560
C 1.515 -2.400 13.491
C 1.114 -0.162 12.346
C 0.410 0.600 13.413
C -0.093 1.987 13.029
H 3.937 -4.210 9.702
H 5.092 -2.784 9.978
H 4.828 -3.485 8.357
H 2.616 -2.567 8.223
H 3.594 -1.310 8.888
H 1.788 -3.096 10.537
H 1.458 -1.420 10.081
H 3.753 -0.929 11.307
H 3.647 -2.458 11.956
H 2.729 0.303 14.163
H 4.128 -0.478 13.373
H 2.452 -1.180 15.830
H 4.025 -1.729 15.578
H 1.860 -3.361 15.302
H 3.283 -3.532 14.195
H 0.615 -1.988 13.949
H 1.184 -3.034 12.668
H 0.430 -0.587 11.611
H 1.669 0.498 11.680
H 0.986 0.780 14.321
H -0.515 0.181 13.808
H 0.729 2.649 12.756
H -0.553 2.448 13.903
H -0.892 2.016 12.289
C -2.625 8.266 7.170
C -3.148 9.215 6.113
O -3.262 10.429 6.354
N -3.754 8.610 4.845
H -4.091 7.658 4.830
H -4.526 9.248 4.713
C -2.865 8.791 3.614
H -1.859 8.849 7.682
H -2.141 7.413 6.696
H -3.407 7.872 7.819
H -3.167 8.061 2.865
H -1.879 8.658 4.060
H -3.215 9.733 3.191
C 7.338 9.140 0.032
C 8.747 8.891 0.539
O 9.630 9.680 0.230
N 9.008 7.555 1.227
H 8.774 7.689 2.200
H 8.500 6.786 0.814
C 10.571 7.365 1.524
H 7.252 9.912 -0.733
H 6.653 9.390 0.842
H 6.920 8.232 -0.401
H 10.613 6.311 1.798
H 10.792 8.145 2.253
H 11.083 7.468 0.567
C 1.313 -4.319 -10.149
C 0.516 -4.044 -8.862
O 0.646 -3.044 -8.088
N -0.430 -5.183 -8.306
H -0.283 -6.030 -8.838
H -0.253 -5.325 -7.322
C -1.883 -4.768 -8.432
H 2.311 -4.757 -10.164
H 1.423 -3.304 -10.529
H 0.746 -4.860 -10.906
H -2.256 -4.541 -7.433
H -2.320 -5.674 -8.852
H -1.892 -4.056 -9.257
C 7.018 -9.492 -7.657
C 7.508 -10.130 -6.356
N 6.386 -10.607 -5.395
C 5.323 -9.530 -5.187
C 5.551 -11.749 -6.020
C 6.364 -12.944 -6.611
C 7.033 -11.153 -4.025
C 7.775 -10.076 -3.173
O 7.028 -9.019 -2.613
C 7.717 -8.181 -1.709
H 6.742 -8.438 -7.634
H 6.363 -10.069 -8.310
H 7.965 -9.451 -8.195
H 7.994 -9.318 -5.816
H 8.193 -10.967 -6.497
H 5.841 -8.592 -4.984
H 4.914 -9.795 -4.213
H 4.580 -9.453 -5.981
H 4.898 -11.253 -6.738
H 4.731 -12.098 -5.392
H 5.654 -13.479 -7.242
H 6.811 -13.628 -5.890
H 7.045 -12.637 -7.405
H 7.557 -12.074 -4.281
H 6.170 -11.368 -3.394
H 8.690 -9.678 -3.612
H 7.986 -10.829 -2.414
H 8.276 -8.721 -0.944
H 7.131 -7.395 -1.233
H 8.430 -7.552 -2.241
C -10.310 8.888 1.557
O -9.483 8.127 0.616
O -9.314 9.586 2.333
C -11.345 9.871 0.759
F -12.019 9.235 -0.232
F -12.242 10.627 1.483
F -10.675 10.737 -0.063
C -9.942 6.952 -0.036
C -9.732 7.066 -1.537
H -8.715 7.127 -1.925
H -10.112 6.237 -2.135
H -10.268 7.965 -1.844
H -10.967 6.654 0.186
H -9.255 6.150 0.234
H -10.872 8.241 2.230
C -12.213 -7.402 -4.483
O -11.751 -6.062 -4.496
O -13.153 -7.416 -3.488
C -12.503 -8.058 -5.960
F -12.974 -9.312 -5.798
F -13.240 -7.257 -6.683
F -11.355 -8.283 -6.624
C -10.431 -5.806 -5.045
C -10.226 -4.251 -5.314
H -9.205 -3.915 -5.494
H -10.688 -3.950 -6.254
H -10.775 -3.606 -4.629
H -10.403 -6.210 -6.057
H -9.547 -6.035 -4.450
H -11.346 -7.953 -4.119
C -5.884 2.200 5.419
O -6.797 2.847 6.250
O -5.080 3.161 4.826
C -5.339 0.994 6.264
F -6.234 0.053 6.551
F -4.354 0.357 5.544
F -4.754 1.396 7.468
C -7.850 3.638 5.832
C -8.612 4.048 7.106
H -8.128 4.771 7.763
H -9.589 4.511 6.966
H -8.724 3.155 7.721
H -8.459 3.331 4.982
H -7.415 4.567 5.464
H -6.589 1.788 4.697
C 6.605 5.405 7.066
O 6.528 4.309 6.119
O 6.865 6.602 6.384
C 5.383 5.178 8.020
F 4.203 5.086 7.384
F 5.486 4.126 8.827
F 5.146 6.139 8.935
C 7.275 3.153 6.187
C 7.092 2.297 4.927
H 7.579 1.332 5.066
H 6.019 2.106 4.896
H 7.462 2.737 4.001
H 6.948 2.515 7.009
H 8.327 3.425 6.271
H 7.487 5.137 7.647
C 1.091 12.982 -1.295
O 1.078 11.641 -1.770
O 0.858 12.837 0.094
C 2.271 13.938 -1.826
F 2.411 13.891 -3.127
F 1.984 15.199 -1.503
F 3.421 13.623 -1.250
C 0.734 11.315 -3.061
C 0.741 9.829 -3.195
H 0.836 9.482 -4.224
H 1.679 9.342 -2.928
H -0.068 9.410 -2.596
H 1.476 11.679 -3.773
H -0.195 11.787 -3.380
H 0.163 13.405 -1.678
C -8.566 -0.401 -12.735
O -9.726 -1.252 -12.403
O -9.094 0.480 -13.744
C -7.780 0.033 -11.346
F -6.817 -0.851 -11.094
F -7.269 1.272 -11.305
F -8.598 -0.046 -10.277
C -9.398 -2.649 -12.078
C -10.550 -3.573 -11.561
H -10.082 -4.483 -11.186
H -11.128 -3.132 -10.750
H -11.307 -3.705 -12.334
H -8.715 -2.609 -11.230
H -8.966 -3.085 -12.979
H -7.782 -1.040 -13.142
C -2.052 -8.432 -2.073
O -3.393 -8.313 -2.705
O -1.305 -7.472 -2.732
C -2.187 -8.421 -0.483
F -2.809 -7.266 -0.009
F -3.015 -9.359 -0.148
F -1.069 -8.575 0.194
C -4.168 -9.399 -3.073
C -3.833 -10.022 -4.389
H -4.125 -11.072 -4.417
H -4.296 -9.556 -5.260
H -2.752 -10.032 -4.534
H -5.224 -9.162 -3.200
H -4.201 -10.116 -2.253
H -1.710 -9.445 -2.290
C 8.281 2.275 -5.049
O 8.089 0.870 -5.020
O 7.962 2.829 -3.772
C 9.738 2.683 -5.636
F 10.631 2.739 -4.630
F 10.073 1.741 -6.495
F 9.658 3.794 -6.364
C 7.459 0.297 -6.285
C 7.442 -1.213 -6.329
H 6.785 -1.475 -7.158
H 8.432 -1.659 -6.420
H 6.915 -1.718 -5.519
H 8.050 0.515 -7.175
H 6.417 0.502 -6.530
H 7.546 2.797 -5.661
```

Output
Multiplicity   1
Highest occupied orbital energy   -2.1 eV
Electronic energy   -7018.0603 Eh
Total charge   -2
Kohn-Sham gap   0.9835 eV

Mulliken atomic charge list, values in e, 2 entries: -1.070 -0.880

---

This record from the Open Molecules 2025 dataset describes a 2-piece molecular cluster, C2H5IOS overall at a distorted geometry. The level of theory is wB97M-V/def2-TZVPD.

XYZ file:
```
10
C2H5IOS, DFT wB97M-V/def2-TZVPD
C -0.689 -0.735 0.424
C -0.487 0.281 -0.677
O 1.259 1.893 1.342
S 1.230 0.925 -0.927
I 2.899 -0.550 -0.181
H -0.296 -1.663 0.065
H -0.144 -0.354 1.399
H -1.802 -0.812 0.666
H -1.128 1.250 -0.507
H -0.843 -0.234 -1.604
```

Output
Relative energy (zero: lowest compared OMol25 entry of this formula, charge and spin)   484.3 kJ/mol
Multiplicity   1
Highest occupied orbital energy (alpha / beta)   -9.0 / -9.2 eV
Electronic energy   -850.1317 Eh
Kohn-Sham gap (alpha / beta)   7.6058 / 7.8028 eV

Mulliken atomic charge list, values in e, 2 entries: -1.029 -0.217